A molecular structure, C7H11BeCaCl4Cs2F6NO13S3 in a non-equilibrium geometry. Source: the OMol25 dataset; level of theory: ωB97M-V/def2-TZVPD.

The orbital gap is 1.76 eV. The charge is 0. The calculation puts the HOMO energy at -7.563 eV.

Element x y z (Å)
Cs: -2.997 3.778 -0.317
Be: -6.528 -0.840 -3.948
O: 5.225 -2.459 1.340
F: 8.277 -0.174 -0.305
S: -2.665 -1.647 2.100
F: 0.639 -4.174 1.641
C: 7.021 0.283 -0.107
O: -3.625 -2.341 3.108
C: 5.322 -3.376 0.262
O: -0.753 6.026 -3.367
F: 0.554 -2.096 0.758
H: 6.371 -3.621 0.101
Ca: 0.920 0.530 2.177
S: -3.223 1.128 1.945
Cl: -4.945 0.454 -2.774
N: -3.469 -0.405 1.252
O: 5.372 2.328 -0.476
O: 7.044 1.895 -2.201
H: -1.918 1.372 2.397
C: -0.064 -2.391 3.191
H: -4.845 1.861 -0.884
O: -3.984 4.110 -6.861
S: 6.765 2.001 -0.775
H: -0.661 -3.278 3.590
H: -0.159 6.063 -4.120
O: 7.722 2.831 -0.056
O: -4.181 1.491 3.037
F: 2.219 -2.596 2.259
H: 4.913 -2.922 -0.644
H: -1.249 -0.627 3.843
O: -2.334 -2.716 1.071
F: 6.199 -0.637 -0.678
O: 0.862 -1.927 4.213
O: -3.993 2.556 -5.302
O: -4.890 2.116 -7.094
C: 0.857 -2.817 1.934
C: -1.027 -1.155 2.853
O: -3.464 2.153 0.794
Cl: -7.114 1.915 -1.497
Cl: -4.898 3.367 -2.698
F: 6.801 0.199 1.227
H: 4.771 -4.290 0.504
C: -4.278 2.992 -6.454
H: 1.040 -2.637 4.862
Cs: -4.449 0.826 -5.064
H: 4.290 -2.261 1.460
H: -0.472 -0.375 2.181
C: -5.381 1.895 -1.835
Cl: -5.617 -2.410 3.357

=====

A gas-phase ion, C7H11BrN2O2PS (charge -1) in a non-equilibrium geometry. Source: the OMol25 dataset; level of theory: ωB97M-V/def2-TZVPD.

The orbital gap is 7.96 eV. The charge is -1. Its SMILES is C#CC[C@@](Br)(C(=O)[O-])N(NCC)[PH2]=S. The calculation puts the HOMO energy at -4.984 eV.

Element x y z (Å)
O: -2.291 -2.122 -1.569
C: -1.188 -1.600 -1.397
N: 0.901 0.778 0.575
C: 2.235 0.199 0.817
H: -1.145 0.769 -2.541
Br: -0.485 -1.912 1.336
C: -0.918 -0.650 -0.144
H: 1.844 -1.720 -0.246
H: 2.967 -0.607 -1.110
H: -1.756 1.283 3.741
N: 0.209 0.209 -0.493
H: -3.038 -0.664 0.115
H: 0.342 0.875 1.410
C: -2.028 0.992 2.750
C: -2.308 0.458 1.710
C: 2.620 -0.959 -0.131
H: -2.487 0.936 -0.364
H: 0.988 1.553 -2.568
H: 3.486 -1.469 0.333
P: -0.129 1.323 -1.742
H: 2.969 1.004 0.612
H: 2.370 -0.065 1.876
C: -2.229 0.071 0.258
S: -0.726 3.088 -1.106
O: -0.203 -1.772 -2.124

=====

A single C7H11Cl molecule in a non-equilibrium geometry. Source: the OMol25 dataset; level of theory: ωB97M-V/def2-TZVPD.

The orbital gap is 9.85 eV. The charge is 0. Its SMILES is CC(C)=CC/C=C/Cl. The energy relative to the best compared isomer or geometry (same formula, charge and spin) comes out at 1.376 eV. The calculation puts the HOMO energy at -8.879 eV.

Element x y z (Å)
C: 0.931 -0.791 -0.448
H: -1.450 -0.690 1.720
H: 1.073 -2.388 -1.893
C: -0.914 0.027 1.148
C: -2.053 0.829 0.641
H: -1.419 2.758 1.381
C: -2.141 2.151 0.801
H: 2.397 -1.312 -1.914
H: -2.828 0.311 0.099
C: -0.355 -0.578 -0.150
H: 3.036 -0.865 0.101
H: -1.165 -1.147 -0.723
Cl: -3.390 3.068 0.142
H: 1.888 -0.330 1.446
H: -0.249 0.620 1.748
H: 0.910 -0.869 -2.649
H: 2.231 0.830 -0.032
C: 1.367 -1.381 -1.766
C: 2.132 -0.243 0.349

=====

A molecular structure, C7H11CoI2N2OS in a non-equilibrium geometry. Source: the OMol25 dataset; level of theory: ωB97M-V/def2-TZVPD.

As for the multiplicity: 5. The orbital gap (alpha / beta) is 2.39 / 4.88 eV. The charge is -2. The energy relative to the best compared isomer or geometry (same formula, charge and spin) comes out at 0.000 eV. The calculation puts the HOMO energy (alpha / beta) at 2.321 / -0.260 eV.

Element x y z (Å)
C: -0.649 -0.715 -4.292
C: -0.333 -1.940 -3.808
S: 0.715 -0.367 1.473
H: -0.140 2.194 -3.231
H: 1.845 1.342 -1.569
O: -0.549 2.903 0.052
C: 0.103 -2.881 -1.500
H: 1.664 3.134 -1.447
I: -2.830 -0.474 0.147
H: -1.531 1.715 -4.252
Co: -0.514 0.086 -0.191
I: 3.002 0.092 0.607
C: 0.202 2.033 -0.319
N: -0.166 -1.799 -2.442
C: 1.605 2.168 -0.878
N: -0.692 0.146 -3.210
H: -0.875 -0.384 -5.276
H: -0.230 -2.875 -4.299
C: -0.380 -0.514 -2.070
H: -1.719 1.848 -2.475
H: 2.354 2.209 -0.044
H: 0.758 -2.540 -0.681
H: 0.587 -3.695 -2.050
H: -0.833 -3.251 -1.053
C: -1.037 1.558 -3.288

=====

2 unconnected molecules or ions with the total composition C7H11F2NS in a non-equilibrium geometry. Source: the OMol25 dataset; level of theory: ωB97M-V/def2-TZVPD.

The orbital gap is 9.31 eV. The charge is 0. Its SMILES is F[C@H]1CC[C@@H](S)C1.N#CCF. The calculation puts the HOMO energy at -8.610 eV.

Element x y z (Å)
H: -2.702 -1.377 2.059
S: 0.681 -1.715 1.179
H: -1.980 -2.001 0.582
C: -2.713 0.038 0.376
C: 2.702 0.691 -1.588
F: 4.749 -0.386 -1.276
N: 1.701 1.026 -1.117
C: -1.513 0.807 -0.152
C: -0.683 -0.593 1.639
H: 0.473 1.064 0.724
H: -3.307 0.706 1.012
C: -2.086 -1.103 1.198
H: -0.611 -0.540 2.729
C: 3.974 0.269 -2.199
H: -3.356 -0.314 -0.434
H: 3.765 -0.397 -3.040
H: -0.885 1.576 1.742
H: 4.506 1.151 -2.563
H: -1.747 1.798 -0.556
C: -0.549 0.818 1.022
F: -0.936 0.061 -1.190
H: 0.517 -1.577 -0.147

=====

A molecular structure, C7H11F3O3S2 in a non-equilibrium geometry. Source: the OMol25 dataset; level of theory: ωB97M-V/def2-TZVPD.

The orbital gap (alpha / beta) is 8.64 / 8.64 eV. The charge is 0. The energy relative to the best compared isomer or geometry (same formula, charge and spin) comes out at 2.808 eV. The calculation puts the HOMO energy (alpha / beta) at -10.719 / -10.714 eV.

Element x y z (Å)
O: 2.851 2.747 -1.301
F: 2.073 -3.154 0.040
C: -1.301 -0.232 0.966
C: -1.471 0.208 -0.484
C: 0.999 -0.047 -0.851
H: 0.986 -1.618 0.609
H: -0.499 -1.509 -1.342
H: -1.401 1.296 -0.547
C: 1.108 -0.533 0.578
O: 3.534 0.727 -0.109
H: -1.434 -1.314 1.032
F: 4.380 -2.454 1.476
H: 0.208 -0.226 2.510
H: 0.232 1.215 1.478
S: 3.066 2.179 -0.031
H: 1.139 1.036 -0.904
H: -2.459 -0.088 -0.843
C: 0.094 0.134 1.487
H: -2.057 0.241 1.591
C: 3.229 -1.873 1.502
H: 1.754 -0.528 -1.473
H: -0.501 -0.089 -2.393
C: -0.396 -0.424 -1.361
F: 4.427 2.823 0.537
S: 2.847 -0.298 1.236
O: 2.117 2.334 1.010

=====

2 unconnected molecules or ions with the total composition C7H11FN3O2PS in a non-equilibrium geometry. Source: the OMol25 dataset; level of theory: ωB97M-V/def2-TZVPD.

The orbital gap is 8.86 eV. The charge is 0. The calculation puts the HOMO energy at -9.724 eV.

Element x y z (Å)
O: 0.690 0.528 -1.216
S: 0.387 0.876 0.176
C: -4.080 -2.921 0.004
C: -1.103 -0.011 0.809
H: 1.262 2.943 -2.154
C: -1.945 -2.445 0.215
H: -5.080 -2.589 -0.007
H: 3.566 2.159 0.409
N: -3.128 -1.972 0.131
C: 3.162 2.420 -0.638
F: -4.762 -5.133 -0.303
N: -0.074 2.396 0.320
N: -1.525 -3.718 0.278
H: -2.155 -5.655 -0.029
H: 0.269 2.586 1.233
C: -2.452 -4.653 0.112
H: -1.049 0.184 1.880
H: -0.080 -2.039 0.860
H: 4.002 2.821 -1.262
H: 2.913 1.519 -1.156
H: -0.434 -1.287 -0.661
P: 1.680 3.454 -0.941
C: -3.833 -4.263 -0.094
C: -0.790 -1.449 0.268
O: 1.485 0.564 1.059
H: -1.914 0.309 0.273

=====

A single C7H11FNP molecule in a non-equilibrium geometry. Source: the OMol25 dataset; level of theory: ωB97M-V/def2-TZVPD.

The orbital gap (alpha / beta) is 8.50 / 8.50 eV. The charge is 0. Its SMILES is C[C@@H]1C=NP=C(F)C[C@H]1C. The energy relative to the best compared isomer or geometry (same formula, charge and spin) comes out at 0.000 eV. The calculation puts the HOMO energy (alpha / beta) at -8.194 / -8.193 eV.

Element x y z (Å)
H: 0.901 0.496 1.218
N: 2.417 1.877 -0.139
C: 0.237 -0.445 -0.589
C: 1.644 -0.797 -1.105
F: 3.464 -1.765 0.026
H: 1.755 -1.821 -1.301
C: -0.314 -1.650 0.224
C: 2.736 -0.599 -0.052
H: -0.957 2.524 0.808
H: -0.410 -0.452 -1.549
H: -1.014 -1.322 0.918
H: -0.652 -2.427 -0.442
P: 3.417 0.835 0.622
C: 1.187 1.779 -0.292
H: -1.658 1.089 1.357
H: 0.619 2.354 -1.048
H: -1.772 1.496 -0.236
C: 0.233 0.794 0.311
H: 1.836 -0.156 -1.939
H: 0.609 -2.102 0.734
C: -1.052 1.445 0.592

=====

A single C7H11FO molecule in a non-equilibrium geometry. Source: the OMol25 dataset; level of theory: ωB97M-V/def2-TZVPD.

The orbital gap is 11.12 eV. The charge is 0. Its SMILES is C=C(C(=O)F)C(C)(C)C. The energy relative to the best compared isomer or geometry (same formula, charge and spin) comes out at 0.123 eV. The calculation puts the HOMO energy at -10.305 eV.

Element x y z (Å)
H: 1.950 -2.239 -0.828
O: 2.600 1.252 -0.334
H: 0.133 1.636 -1.535
C: -0.748 1.117 -1.178
H: -1.780 -1.217 -0.600
H: -1.473 -1.312 1.138
C: 2.295 0.136 -0.018
C: -0.323 1.112 1.376
C: 0.918 -1.898 -0.674
H: 0.330 -2.831 -1.000
F: 3.158 -0.651 0.652
C: -1.629 -0.751 0.327
C: -0.438 0.225 0.052
C: 0.766 -0.615 -0.292
H: 0.115 0.609 2.312
H: -1.242 1.513 1.704
H: -2.466 -0.122 0.604
H: 0.360 1.992 1.183
H: -1.662 1.620 -0.927
H: -0.865 0.424 -1.963

=====

A single C7H11I molecule in a non-equilibrium geometry. Source: the OMol25 dataset; level of theory: ωB97M-V/def2-TZVPD.

The orbital gap is 9.26 eV. The charge is 0. Its SMILES is C=CC(=C)C(C)(C)I. The energy relative to the best compared isomer or geometry (same formula, charge and spin) comes out at 2.095 eV. The calculation puts the HOMO energy at -8.932 eV.

Element x y z (Å)
H: 0.436 0.658 2.367
C: 0.271 1.239 1.501
C: 0.175 -3.142 -0.001
H: -0.746 1.340 1.613
C: -0.196 -0.606 -0.200
C: 0.655 0.809 0.158
I: 2.807 0.090 -0.073
C: 0.434 1.841 -0.949
H: -0.228 -3.365 -1.001
H: 1.241 2.585 -0.944
H: 0.080 1.626 -1.928
C: 0.198 -1.887 0.460
H: 0.635 -4.005 0.583
H: -1.721 -1.431 -1.509
H: -0.375 2.419 -0.625
H: -1.354 0.250 -1.623
H: 0.855 -1.623 1.251
C: -1.141 -0.644 -1.162
H: 0.823 2.138 1.653

=====

Number 1: E -5672.1863 hartree. Number 2: E -3846.8507 hartree. Number 3: E -733.4449 hartree. Number 4: E -2834.3646 hartree. Number 5: E -925.9704 hartree. Number 6: E -1594.8228 hartree. Number 7: E -1427.3684 hartree. Number 8: E -769.2127 hartree. Number 9: E -448.3606 hartree. Number 10: E -570.9110 hartree.